Below is 13 unconnected molecules or ions with the total composition H26O13 in a non-equilibrium geometry, with properties calculated with wB97M-V/def2-TZVPD.

XYZ file:
```
39
Properties=species:S:1:pos:R:3:forces:R:3:lowdin_charge:R:1
O -12.419353 -19.551660 -2.416187 0.9 -0.7 -0.8 -0.07
H -11.592848 -19.197475 -2.056512 -1.0 0.3 0.2 0.04
H -13.247042 -19.178880 -2.099540 0.3 0.4 0.6 -0.02
O -15.090822 -18.916900 -1.856891 1.5 1.4 1.8 -0.04
H -15.400299 -19.087112 -0.950721 0.4 -0.1 -0.1 0.05
H -15.756302 -19.221850 -2.417334 -1.6 -1.0 -1.5 -0.03
O -14.918871 -17.205099 0.647029 0.0 0.0 -0.8 -0.04
H -15.284259 -16.829489 -0.180818 -0.2 -0.1 0.9 0.01
H -14.354962 -16.553986 1.059679 0.2 0.3 -0.1 0.07
O -14.327360 -20.541400 0.520266 -2.5 1.0 1.7 -0.04
H -13.951404 -21.067560 -0.126612 2.0 -1.5 -2.4 -0.03
H -15.230141 -20.941299 0.440191 0.7 0.4 0.5 0.01
O -15.852706 -18.652323 2.658183 0.4 0.3 -0.3 -0.10
H -15.448191 -18.099157 3.346778 -0.3 -0.4 -0.4 0.04
H -15.417556 -18.342615 1.816129 -0.4 -0.3 0.9 -0.01
O -17.719357 -19.013794 0.249198 -1.4 -0.4 -1.6 -0.03
H -17.477653 -19.035447 1.153093 0.8 0.3 1.9 -0.01
H -18.675218 -19.215292 0.270974 0.7 0.2 -0.2 0.07
O -14.208101 -16.297591 -2.318475 -0.3 1.1 0.4 -0.07
H -14.582588 -15.654944 -1.681271 0.7 -0.4 -0.6 0.03
H -14.633591 -17.129714 -2.069633 0.1 -0.5 -0.1 -0.03
O -16.791366 -20.557561 -3.106747 -0.6 -1.3 -0.6 -0.04
H -17.501751 -20.143985 -3.594614 -0.3 0.5 -0.1 0.05
H -16.848613 -21.463792 -3.483175 0.5 0.6 0.6 0.10
O -17.030675 -16.993829 -3.695930 -0.5 0.7 2.6 0.03
H -16.539398 -16.819730 -4.443634 1.9 1.1 -2.3 0.01
H -17.607156 -17.660955 -3.967561 -1.7 -1.7 -0.5 0.03
O -15.745238 -18.807754 -5.684297 -0.2 -0.8 -0.6 -0.01
H -16.480475 -18.246761 -5.884826 -0.8 0.2 -0.8 0.02
H -15.334207 -18.326855 -4.990803 1.2 0.3 1.2 0.01
O -16.796866 -21.803713 -0.155147 0.2 -0.8 0.4 -0.05
H -17.177986 -21.474719 0.663435 -0.2 0.2 -0.1 0.04
H -16.921454 -21.124286 -0.812362 -0.2 0.5 -0.3 -0.01
O -16.938068 -16.118133 -1.156054 0.0 -0.2 0.7 -0.04
H -17.027573 -16.824651 -1.793243 -0.4 -0.9 0.1 0.00
H -16.491272 -15.543826 -1.757612 0.3 1.4 -0.5 0.01
O -14.286661 -22.016696 -2.277524 -1.0 1.2 1.0 -0.01
H -13.945407 -22.785579 -2.673203 0.8 -1.4 -0.8 0.02
H -14.453924 -21.385990 -2.980227 0.3 0.2 -0.1 0.02
```
Forces are in eV/Å.

## Properties
Largest force on an atom = 3.5 eV/A
Energy above the lowest of the compared OMol25 structures with the same formula, charge and spin = 256.1 kJ/mol
Net charge = 0
Electronic energy = -27039.293 eV
LUMO = -0.471 eV


Below is 13 unconnected molecules or ions with the total composition H26O13, with properties calculated with wB97M-V/def2-TZVPD.

XYZ file:
```
39
Properties=species:S:1:pos:R:3:forces:R:3:lowdin_charge:R:1
O -1.040392 0.968913 3.626125 0.0 0.0 -0.2 -0.06
H -1.130565 1.187856 2.682722 0.2 0.0 0.2 -0.01
H -0.494633 1.672659 3.992182 -0.1 -0.1 0.0 0.04
O 2.619829 -1.006166 -1.917717 0.0 0.2 -0.4 -0.05
H 2.084881 -0.848577 -2.712212 -0.1 -0.2 0.1 0.05
H 3.527021 -1.079725 -2.240186 -0.1 -0.1 0.1 0.07
O 1.799017 1.123323 1.287691 0.3 0.0 0.4 -0.04
H 2.350502 0.502064 1.786536 -0.2 0.0 -0.1 0.08
H 1.966354 1.985410 1.688727 -0.1 -0.1 -0.1 0.08
O -0.935597 -2.918254 -0.116031 -0.3 0.2 -0.5 -0.06
H -0.611769 -2.040065 -0.399161 0.0 -0.3 0.3 0.00
H -1.681177 -3.104890 -0.698773 0.2 -0.2 -0.1 0.03
O 0.395411 2.551538 -1.850447 0.0 0.4 0.1 -0.04
H -0.431906 3.032226 -1.956483 0.1 -0.1 -0.2 0.04
H 0.144632 1.625689 -1.888465 -0.1 -0.1 0.1 -0.01
O -2.796877 -0.925556 1.012000 -0.2 0.3 0.1 -0.04
H -2.976180 -1.517581 0.274060 0.2 -0.2 0.1 0.04
H -3.006538 -1.448054 1.796746 0.0 0.1 -0.1 0.07
O -0.295831 -0.466602 -3.166903 0.5 0.2 0.2 -0.06
H -0.721827 -1.321893 -3.054533 0.0 0.0 0.0 0.04
H -0.036762 -0.199398 -2.260188 -0.5 -0.5 -0.3 -0.02
O 3.473627 1.799067 -0.987519 0.1 0.1 0.2 -0.07
H 2.850567 1.583264 -0.275225 0.1 0.0 -0.3 -0.02
H 3.296460 1.139278 -1.664870 -0.1 0.0 0.1 0.00
O -4.015598 0.900678 -1.243497 0.0 0.0 0.1 -0.05
H -3.627381 0.398747 -0.516415 0.0 0.1 0.1 -0.01
H -3.466320 1.687554 -1.318137 0.0 -0.1 -0.1 0.02
O -1.539077 1.983836 0.874070 -0.4 0.3 0.2 -0.05
H -2.447569 2.119029 1.182156 0.1 -0.1 -0.1 0.08
H -1.175699 2.872039 0.761924 0.1 -0.2 -0.1 0.07
O -0.137839 -0.099445 -0.435839 0.0 -0.1 0.2 -0.08
H -0.847492 0.281865 0.116122 0.4 0.0 -0.3 0.02
H 0.683722 0.039236 0.071676 -0.4 0.0 -0.1 0.04
O 0.239536 -1.716827 2.201052 0.1 0.2 0.2 -0.06
H -0.571016 -1.313193 1.871446 -0.1 -0.1 0.0 -0.01
H 0.479971 -1.176211 2.962484 -0.2 0.0 0.0 0.03
O 2.434819 -2.843194 0.458950 0.2 0.1 -0.1 -0.07
H 3.362379 -3.097292 0.406604 -0.1 0.0 0.0 0.03
H 2.279319 -2.331347 -0.350670 0.1 -0.1 0.2 -0.01
```
Forces are in eV/Å.

## Properties
Largest force on an atom = 0.7 eV/A
Energy above the lowest of the compared OMol25 structures with the same formula, charge and spin = 180.6 kJ/mol
Net charge = 0
Electronic energy = -27040.075 eV
LUMO = -0.324 eV


Below is 13 unconnected molecules or ions with the total composition H26O13 in a non-equilibrium geometry, with properties calculated with wB97M-V/def2-TZVPD.

XYZ file:
```
39
Properties=species:S:1:pos:R:3:forces:R:3:lowdin_charge:R:1
O 4.408869 0.255950 -0.531112 -2.8 -0.8 -0.4 -0.03
H 4.386832 0.277622 0.428921 0.6 -0.1 0.7 -0.02
H 5.204358 0.551843 -0.881633 2.2 0.8 -0.6 0.01
O -0.222839 1.522193 -2.384619 0.1 1.0 0.2 -0.07
H 0.089302 2.442406 -2.298577 0.2 -0.6 0.1 0.06
H -1.100053 1.604432 -2.771024 -0.4 -0.4 -0.2 0.03
O 2.244967 2.449995 -1.309616 0.1 -0.1 0.2 -0.06
H 2.680156 1.720011 -0.818378 0.1 0.8 -0.3 0.02
H 2.719345 3.272260 -1.110355 -0.1 -0.6 0.1 0.05
O 1.371214 -1.917800 1.372754 0.2 0.3 1.3 -0.05
H 1.049777 -1.131604 1.857136 0.1 -0.3 -0.3 0.02
H 1.092847 -1.775034 0.480053 -0.2 0.3 -1.0 -0.02
O -1.771603 -2.414893 1.722160 0.1 -0.2 -0.9 -0.07
H -1.699520 -2.357162 0.736667 0.0 -0.1 0.7 0.03
H -1.277100 -3.207867 1.971885 -0.1 0.3 -0.1 0.06
O -1.043598 0.756619 0.289359 -0.1 -0.8 0.0 -0.06
H -0.955460 1.061848 -0.631368 0.3 0.0 0.0 0.03
H -1.073545 -0.226598 0.213555 0.1 0.8 0.0 0.04
O 1.450286 -0.644589 -1.577772 -1.2 0.7 -0.1 -0.05
H 2.373692 -0.835784 -1.513700 1.1 0.1 0.1 0.02
H 1.343540 0.306371 -1.822223 0.0 -1.0 0.1 0.03
O -2.758434 0.409699 -2.668785 -0.1 -0.2 0.9 -0.08
H -3.402047 0.135864 -3.321476 -0.1 -0.1 -0.2 0.05
H -3.235199 0.381769 -1.785011 0.2 0.2 -0.7 0.02
O 1.021909 1.116544 2.048439 0.0 -0.3 -0.6 -0.07
H 0.714779 1.551785 2.846789 -0.1 0.0 -0.1 0.05
H 0.316889 1.166509 1.353117 0.2 0.0 0.7 0.01
O 3.876406 0.057578 2.042553 -1.1 -0.4 -0.1 -0.06
H 3.911963 -0.791455 2.507809 0.2 0.2 -0.2 0.07
H 2.976161 0.011834 1.636502 0.6 0.3 0.7 0.03
O -3.820862 0.578640 -0.209647 -0.1 -0.3 1.0 -0.07
H -4.414075 0.040128 0.344743 0.0 0.1 -0.5 0.05
H -3.112732 0.693706 0.456853 0.1 0.2 -0.6 0.03
O -3.711779 -0.621217 2.333893 -0.7 0.7 0.1 -0.05
H -3.250135 -1.448562 2.196602 0.6 -0.5 0.0 -0.01
H -3.228644 -0.163743 3.026968 0.0 -0.1 0.0 0.05
O -1.259766 -1.899859 -1.151141 -0.4 2.1 -1.3 -0.08
H -1.579161 -1.120702 -1.734480 0.0 -1.7 1.1 0.07
H -0.316738 -1.808738 -1.345845 0.4 -0.3 0.1 0.02
```
Forces are in eV/Å.

## Properties
Largest force on an atom = 2.9 eV/A
Energy above the lowest of the compared OMol25 structures with the same formula, charge and spin = 18.2 kJ/mol
Net charge = 0
Electronic energy = -27041.759 eV
LUMO = 0.371 eV


Below is 13 unconnected molecules or ions with the total composition H26O13 in a non-equilibrium geometry, with properties calculated with wB97M-V/def2-TZVPD.

XYZ file:
```
39
Properties=species:S:1:pos:R:3:forces:R:3:lowdin_charge:R:1
O -5.232051 23.845662 15.634473 1.1 -0.8 -0.4 -0.04
H -5.301553 24.658676 16.109467 -0.2 1.1 0.4 0.08
H -4.402424 23.443572 15.969777 -0.4 0.1 0.0 0.06
O -4.886205 20.542579 12.400858 0.9 0.5 -0.7 -0.06
H -5.177555 20.589799 13.307556 -0.5 -0.4 0.7 -0.02
H -4.252630 21.280483 12.398259 0.0 -0.2 -0.1 0.03
O -6.991579 22.628689 13.512297 0.8 -0.3 2.3 -0.07
H -6.155483 22.584484 14.053536 -1.1 0.1 -0.7 0.05
H -6.688697 22.916860 12.661713 0.5 -0.2 -1.4 0.02
O -7.346616 25.268285 13.762882 -0.2 0.5 0.4 -0.04
H -7.251192 24.317668 13.914679 0.2 -0.3 0.1 -0.02
H -7.583921 25.332709 12.842993 0.2 0.3 -0.6 0.03
O -9.811244 23.682138 13.257232 -1.1 -1.0 -0.4 -0.02
H -9.119246 24.304409 13.150976 1.1 1.1 -0.1 -0.01
H -10.540238 23.995108 12.719188 -0.2 0.0 0.0 0.07
O -7.767317 20.054095 12.823536 2.2 0.5 -1.1 -0.03
H -8.518384 19.912000 13.324014 -2.7 -0.8 1.4 0.00
H -7.464354 20.902813 13.184065 0.2 0.2 -0.5 -0.02
O -9.571884 23.130156 15.809825 -0.4 -0.4 1.4 -0.05
H -9.444953 23.437190 14.915126 -0.5 0.1 -0.5 -0.02
H -10.498742 23.261526 16.062297 0.5 0.0 -0.4 0.07
O -5.585440 20.668308 15.219473 0.6 0.8 -0.8 -0.01
H -6.529118 20.600643 15.203805 -1.1 0.2 0.1 0.05
H -5.321147 19.925030 15.725674 0.5 -1.2 0.8 0.07
O -7.194735 22.612579 17.029061 -0.9 -1.5 1.6 -0.05
H -8.101525 22.695495 16.716069 -0.3 0.2 -0.1 -0.02
H -6.661963 23.104256 16.448508 1.1 0.9 -1.2 -0.06
O -6.389185 22.332718 10.828536 1.1 -0.3 0.0 -0.05
H -7.135328 21.879526 10.466063 -1.1 -0.2 -0.3 0.06
H -5.747795 21.588836 10.903617 -0.3 0.5 0.6 0.07
O -3.114860 22.041753 15.750050 0.8 0.3 0.3 -0.03
H -3.901242 21.590431 15.492451 -1.4 -0.5 -0.4 -0.02
H -2.477474 21.327057 15.744570 0.5 0.1 0.1 0.06
O -3.980873 23.244548 13.089652 -0.1 -0.8 1.1 -0.01
H -4.243129 23.618004 13.939736 0.1 -0.9 1.1 0.01
H -4.103463 24.071144 12.691869 0.1 1.9 -2.5 0.03
O -4.780929 24.173089 9.553517 0.1 0.1 -1.4 -0.08
H -5.106857 23.770461 8.717209 0.5 0.5 0.8 0.05
H -5.306144 23.715259 10.204086 -0.4 -0.4 0.4 -0.04
```
Forces are in eV/Å.

## Properties
Largest force on an atom = 3.1 eV/A
Energy above the lowest of the compared OMol25 structures with the same formula, charge and spin = 167.9 kJ/mol
Net charge = 0
Electronic energy = -27040.207 eV
LUMO = 0.080 eV


Below is 13 unconnected molecules or ions with the total composition H26O13 in a non-equilibrium geometry, with properties calculated with wB97M-V/def2-TZVPD.

XYZ file:
```
39
Properties=species:S:1:pos:R:3:forces:R:3:lowdin_charge:R:1
H 1.073823 0.188609 0.129098 -0.1 0.1 0.1 0.02
H -0.100164 0.715299 -0.679848 -0.2 0.0 0.1 0.02
H -3.770275 2.249248 -0.593672 -0.1 0.4 -0.1 0.04
H -5.103682 2.717034 -1.153352 -0.1 -0.1 0.1 0.06
H 1.640655 -2.444807 -1.888092 0.2 -0.3 0.2 0.05
H 1.874978 -3.761166 -1.165367 -0.1 0.2 0.0 0.07
H 1.198470 2.709918 2.354983 -0.1 -0.2 0.0 0.01
H 1.850780 2.052780 3.560265 -0.1 0.1 0.0 0.03
H -2.073820 2.087370 -3.006693 0.0 0.1 -0.4 0.04
H -3.453113 1.457940 -2.899877 0.1 -0.2 0.1 0.03
H -0.191680 3.558808 -0.649026 0.1 -0.1 0.1 0.03
H 0.672316 3.933305 0.543997 0.0 0.1 -0.1 0.03
H -3.839683 -1.452739 1.353681 0.0 0.0 0.1 0.04
H -3.624273 -2.868762 0.845235 0.1 0.0 0.1 0.04
H -1.133355 -3.186571 -1.089929 0.2 0.0 0.0 0.02
H -0.650138 -2.708549 -2.449354 -0.1 -0.1 0.1 0.02
H 5.899693 2.566160 -1.047016 -0.1 0.0 -0.1 0.03
H 4.595204 1.808522 -1.232306 0.0 0.0 -0.1 0.03
H -2.269388 -1.243613 3.486962 -0.1 -0.2 -0.1 0.01
H -2.865189 -0.193051 4.409667 0.0 -0.1 0.1 0.03
H 4.034031 -1.836580 -0.195833 0.1 0.5 -0.2 -0.02
H 2.651691 -1.299548 -0.528661 0.4 -0.4 0.0 0.02
H -3.195522 0.750759 -0.526696 0.2 -0.9 0.1 0.01
H -2.643015 -0.587008 -0.990546 0.2 -0.2 0.4 0.05
H 4.878477 -2.476878 1.555377 0.1 0.0 0.0 0.07
H 4.894347 -1.019587 1.986760 0.0 0.1 -0.1 0.07
O 0.149062 0.447379 0.211833 0.3 -0.2 0.0 -0.06
O -4.638027 1.925565 -0.860554 -0.3 0.6 0.0 -0.05
O 1.603946 -2.848730 -1.013741 -3.8 -2.0 -0.5 -0.09
O 1.150046 2.668116 3.316699 0.2 0.0 -0.1 -0.06
O -2.516112 1.234302 -2.931575 0.3 2.5 -4.1 -0.09
O 0.685424 3.422644 -0.273342 -0.1 0.2 0.0 -0.05
O -3.234153 -2.199769 1.419032 -0.1 0.1 -0.3 -0.05
O -1.194409 -3.385179 -2.031107 -0.3 0.1 -0.1 -0.07
O 4.979241 2.689560 -1.304949 0.1 -0.1 0.1 -0.06
O -2.771481 -1.146482 4.303943 0.0 0.3 0.0 -0.06
O 3.382841 -1.801885 -0.905578 2.9 2.2 -0.2 -0.10
O -2.573391 0.360813 -1.151103 0.0 -2.2 3.9 -0.09
O 4.933117 -1.580945 1.204224 0.4 -0.2 0.8 -0.04
```
Forces are in eV/Å.

## Properties
Largest force on an atom = 4.8 eV/A
Energy above the lowest of the compared OMol25 structures with the same formula, charge and spin = 604.2 kJ/mol
Net charge = 0
Electronic energy = -27035.685 eV
LUMO = -0.154 eV


Below is 13 unconnected molecules or ions with the total composition H26O13 in a non-equilibrium geometry, with properties calculated with wB97M-V/def2-TZVPD.

XYZ file:
```
39
Properties=species:S:1:pos:R:3:forces:R:3:lowdin_charge:R:1
O 3.224538 -1.302769 -1.648718 0.7 0.6 -0.1 -0.04
H 2.367538 -1.624769 -1.402718 -1.8 0.1 0.1 -0.02
H 3.674538 -2.100769 -1.423718 1.4 -0.7 0.1 0.05
O -1.651462 -1.090769 -1.886718 0.4 -1.0 -0.1 -0.07
H -1.873462 -0.533769 -1.127718 0.0 0.3 0.1 -0.02
H -1.056462 -1.794769 -1.558718 -0.6 0.9 -0.4 0.00
O -0.388462 -2.423769 1.705282 -0.6 -0.7 -0.8 -0.03
H -0.637462 -3.354769 1.671282 0.1 -0.1 0.0 0.09
H 0.069538 -2.326769 2.526282 0.5 0.4 0.9 0.08
O 0.986538 -2.495769 -0.819718 0.2 -0.3 -0.4 -0.02
H 0.716538 -3.395769 -0.935718 0.2 -1.1 -0.5 0.07
H 0.335538 -2.209769 -0.193718 -0.3 0.9 0.8 -0.01
O 0.140538 0.101231 0.356282 -0.1 0.9 -0.5 -0.03
H -0.130462 -0.698769 0.792282 0.3 -0.1 0.5 -0.02
H 1.071538 0.125231 0.108282 -0.2 -0.5 0.2 0.01
O -1.966462 0.221231 2.227282 1.5 0.5 -3.5 -0.02
H -2.341462 -0.050769 2.999282 -1.8 -1.1 3.2 0.01
H -2.496462 -0.153769 1.492282 0.1 0.7 0.5 0.03
O -3.109462 -1.861769 0.836282 -0.2 -2.3 0.3 -0.07
H -3.564462 -2.755769 0.861282 0.6 1.8 -0.2 0.09
H -2.224462 -2.058769 1.209282 -0.6 0.3 -0.2 0.00
O 1.586538 3.208231 0.992282 0.3 2.6 0.7 -0.02
H 2.137538 3.955231 0.677282 -0.6 -1.0 0.1 0.09
H 1.847538 2.409231 0.597282 0.9 -1.6 -1.0 -0.03
O -0.858462 2.652231 1.794282 -1.0 0.5 0.3 -0.06
H -1.020462 1.744231 2.052282 -0.1 -0.3 -0.1 -0.03
H 0.067538 2.762231 1.611282 0.4 0.2 0.1 -0.05
O 2.923538 0.852231 0.095282 -0.1 -0.5 -0.3 -0.05
H 3.669538 1.434231 0.170282 0.6 0.4 0.2 0.06
H 3.252538 0.090231 -0.421718 0.0 -0.1 0.0 0.02
O -0.710462 2.717231 -1.137718 -0.3 2.4 1.0 -0.02
H -0.875462 2.206231 -1.890718 0.3 -1.5 -1.7 0.02
H -0.064462 2.294231 -0.589718 0.4 -0.6 0.3 -0.01
O -2.728462 1.181231 -0.489718 -2.0 -2.2 0.1 -0.03
H -3.076462 1.423231 -1.341718 -0.4 0.0 -0.5 0.05
H -2.077462 1.827231 -0.350718 1.9 1.8 0.7 -0.03
O 1.324538 0.564231 -2.492718 0.0 1.9 1.1 -0.03
H 2.192538 0.689231 -2.069718 -0.6 -0.5 -0.7 0.02
H 1.263538 -0.224769 -2.993718 0.4 -1.1 -0.5 0.02
```
Forces are in eV/Å.

## Properties
Largest force on an atom = 3.9 eV/A
Energy above the lowest of the compared OMol25 structures with the same formula, charge and spin = 252.2 kJ/mol
Net charge = 0
Electronic energy = -27039.333 eV
LUMO = -0.673 eV


> What is the formula in the first record?

H26O13